The following is a quantum chemistry calculation of an isolated molecule of C3H6ClNS, from the OMol25 dataset.

Its LUMO energy is 0.0161 Ha. For the HOMO-LUMO gap, the calculation gives 0.3329 Eh. The structure (SMILES) is NC(=S)CCCl. The HOMO energy is -8.62 eV.

Geometry as ORCA input:
```
! wB97M-V def2-TZVPD RIJCOSX def2/J DEFGRID3
* xyz 0 1
N -1.0755 -0.7188 -1.3913
C -0.9959 -0.4881 -0.0721
S -2.2782 -0.2484 1.0440
C 0.4368 -0.4784 0.3479
C 0.9731 0.9316 0.7801
Cl 1.7567 1.9110 -0.5154
H -1.9985 -0.8467 -1.7172
H -0.2195 -0.7081 -1.9861
H 0.5311 -1.0304 1.2539
H 1.1624 -0.9585 -0.4138
H 1.6069 1.0804 1.6450
H 0.1006 1.5545 1.0248
*
```



The following is a quantum chemistry calculation of a cluster of 2 separate species, C3H6ClO3S in total, from the OMol25 dataset.

Its LUMO energy (alpha / beta) is 0.1063 / 0.1217 Ha. For the HOMO-LUMO gap (alpha / beta), the calculation gives 0.2390 / 0.3095 Eh. The HOMO energy (alpha / beta) is -3.61 / -5.11 eV.

Geometry as ORCA input:
```
! wB97M-V def2-TZVPD RIJCOSX def2/J DEFGRID3
* xyz -1 1
C 0.7493 1.0855 0.3527
C -0.8694 -0.7133 -0.4213
C -0.1571 0.5518 -0.7686
O 1.2937 -1.5553 -3.8562
O 2.7742 -1.5601 -1.9471
O 2.8148 0.3768 -3.5405
S 2.0458 -0.7108 -2.9086
Cl -1.2976 1.7953 -1.3416
H 0.3700 1.8189 1.0142
H 1.6910 1.6145 -0.0026
H 0.9740 0.1945 0.8644
H -1.4058 -1.1281 -1.4003
H -1.5215 -0.5572 0.5383
H -0.2291 -1.5346 0.0030
*
```



The following is a quantum chemistry calculation of a structure of composition C3H6ClOPS, from the OMol25 dataset.

Its LUMO energy is -0.0176 Ha. For the HOMO-LUMO gap, the calculation gives 0.3347 Eh. The HOMO energy is -9.59 eV.

Geometry as ORCA input:
```
! wB97M-V def2-TZVPD RIJCOSX def2/J DEFGRID3
* xyz 0 1
C 1.5111 0.3918 -0.3494
C 0.2923 0.7650 0.4435
C -0.8640 -0.3042 0.4290
O 0.6008 1.0455 1.7274
P 2.5880 2.0032 1.6743
S 2.5687 1.8847 -0.3701
Cl 3.5036 0.3343 2.1562
H 2.1382 -0.5122 -0.1247
H 1.3775 0.1475 -1.4073
H -0.1298 1.6278 -0.0598
H -1.2827 -0.2309 -0.5125
H -1.3557 -0.1615 1.4806
H -0.4417 -1.2896 0.4168
*
```



The following is a quantum chemistry calculation of an isolated molecule of C3H6ClPS2, from the OMol25 dataset.

Its LUMO energy (alpha / beta) is -0.0341 / -0.0805 Ha. For the HOMO-LUMO gap (alpha / beta), the calculation gives 0.3084 / 0.1993 Eh. The HOMO energy (alpha / beta) is -9.32 / -7.61 eV.

Geometry as ORCA input:
```
! wB97M-V def2-TZVPD RIJCOSX def2/J DEFGRID3
* xyz 0 1
C 0.3731 0.7525 0.0372
C -0.6273 -0.2879 -0.5679
C -1.8752 -0.5261 0.3358
P 3.4811 0.1190 -0.4273
S 1.8156 1.2569 -0.9861
S 0.2451 -1.7708 -1.1440
Cl 3.4523 -0.2526 1.5021
H -0.1931 1.7326 0.0570
H 0.6885 0.5331 1.1245
H -1.1747 0.2090 -1.3998
H -2.6350 -0.7419 -0.4067
H -2.0088 0.3696 0.9360
H -1.5416 -1.3934 0.9392
*
```



The following is a quantum chemistry calculation of a structure of composition C3H6CuLiO5, from the OMol25 dataset.

Its LUMO energy (alpha / beta) is 0.0943 / 0.0889 Ha. For the HOMO-LUMO gap (alpha / beta), the calculation gives 0.1992 / 0.2558 Eh. The HOMO energy (alpha / beta) is -2.85 / -4.54 eV. Its expectation value of S² is 0.756.

Geometry as ORCA input:
```
! wB97M-V def2-TZVPD RIJCOSX def2/J DEFGRID3
* xyz -1 2
H 1.9391 -2.0229 -0.8203
C 1.8523 -1.3344 0.0471
C 0.4752 -0.6823 0.0004
O -0.5759 -1.4997 0.4568
Cu 2.5763 1.4112 -0.0618
O 2.8459 -0.3684 0.0417
H 1.8893 -1.9708 0.9567
H 0.2812 -0.3536 -1.0407
H 0.5220 0.2105 0.6551
C -2.0498 1.1640 0.1021
O -1.3657 2.0752 -0.4434
O -2.9473 0.5142 -0.6965
H -2.4589 0.0436 -1.3817
Li 0.2465 2.8727 -0.2574
O -2.1164 0.8962 1.3198
H -1.1137 -0.9554 1.1220
*
```



The following is a quantum chemistry calculation of an isolated molecule of C3H6F2IN, from the OMol25 dataset.

Its LUMO energy (alpha / beta) is 0.0129 / -0.0859 Ha. For the HOMO-LUMO gap (alpha / beta), the calculation gives 0.2386 / 0.2862 Eh. The HOMO energy (alpha / beta) is -6.14 / -10.13 eV. Its expectation value of S² is 2.011.

Geometry as ORCA input:
```
! wB97M-V def2-TZVPD RIJCOSX def2/J DEFGRID3
* xyz 0 3
C 0.1883 1.0985 0.4711
C 1.3137 -0.9758 -0.1089
C -1.1420 -0.7192 -0.2039
N 0.0968 -0.2767 0.1041
F -1.1388 -1.9568 -0.7128
F -2.0690 1.6575 -1.1919
I -2.9050 0.1478 0.5123
H 1.1552 1.4471 0.1399
H -0.4419 1.7179 -0.0575
H 0.1527 1.2688 1.5167
H 1.7095 -1.0203 0.8304
H 1.1534 -1.9927 -0.5595
H 1.9270 -0.3961 -0.7398
*
```



The following is a quantum chemistry calculation of a cluster of 2 separate species, C3H6F2N2 in total, from the OMol25 dataset.

Its LUMO energy (alpha / beta) is 0.0349 / -0.1177 Ha. For the HOMO-LUMO gap (alpha / beta), the calculation gives 0.3674 / 0.3084 Eh. The HOMO energy (alpha / beta) is -9.05 / -11.59 eV. Its expectation value of S² is 2.010.

Geometry as ORCA input:
```
! wB97M-V def2-TZVPD RIJCOSX def2/J DEFGRID3
* xyz 0 3
C -0.4001 0.5825 0.2186
C 1.3514 -0.9686 -0.4505
C 0.1809 -0.0529 -1.0013
N -1.8231 0.7518 0.2336
N -1.3160 -0.2251 1.0058
F -2.5938 1.7554 0.8721
F -0.7576 0.3375 2.6094
H 0.3121 1.2398 0.6184
H 1.9754 -0.2472 0.1944
H 1.9086 -1.4282 -1.1676
H 0.9609 -1.7242 0.1846
H -0.4301 -0.7206 -1.7591
H 0.6314 0.7001 -1.5583
*
```



The following is a quantum chemistry calculation of a structure of composition C3H6F2O, from the OMol25 dataset.

Its LUMO energy is 0.0296 Ha. For the HOMO-LUMO gap, the calculation gives 0.4042 Eh. The HOMO energy is -10.19 eV.

Geometry as ORCA input:
```
! wB97M-V def2-TZVPD RIJCOSX def2/J DEFGRID3
* xyz 0 1
C 0.6185 -0.5279 1.3514
C -1.2821 0.1963 -0.6218
C 0.2030 0.2805 -0.3403
O 0.9514 -0.3316 -1.3775
F -1.7334 0.8394 -1.7231
F 0.6287 1.5715 -0.2186
H 1.6782 -0.7858 1.1834
H 0.5949 0.4217 2.1620
H -0.0624 -1.3443 1.3867
H -1.8280 0.7104 0.1465
H -1.6284 -0.9653 -0.6578
H 1.8596 -0.0648 -1.2910
*
```



The following is a quantum chemistry calculation of a structure of composition C3H6F2S, from the OMol25 dataset.

Its LUMO energy is 0.0003 Ha. For the HOMO-LUMO gap, the calculation gives 0.3439 Eh. The HOMO energy is -9.35 eV.

Geometry as ORCA input:
```
! wB97M-V def2-TZVPD RIJCOSX def2/J DEFGRID3
* xyz 0 1
C 0.8833 -0.4272 -1.5165
C 0.7420 0.0123 -0.1391
C 0.0985 -0.9435 0.7250
H 2.0253 -0.9693 -1.6644
H 0.7273 0.4562 -2.5654
H -0.2828 -1.0868 -1.5956
H 1.6626 0.5055 0.3446
H -0.3783 1.6100 -2.0831
H 0.6570 -1.8051 1.0982
F -0.2637 -0.4138 1.8833
F -0.7902 -1.6248 0.0875
S -0.3293 1.7367 -0.3555
*
```



The following is a quantum chemistry calculation of a structure of composition C3H6F3NO, from the OMol25 dataset.

Its LUMO energy is 0.0269 Ha. For the HOMO-LUMO gap, the calculation gives 0.3526 Eh. The HOMO energy is -8.86 eV.

Geometry as ORCA input:
```
! wB97M-V def2-TZVPD RIJCOSX def2/J DEFGRID3
* xyz 0 1
C -0.9961 0.5448 1.2180
C -0.7400 -0.0186 -0.1720
C 1.0316 -0.9778 -0.3294
N -0.7245 1.0099 -1.0391
O 1.8348 -0.5165 0.6454
F 0.7198 -2.1992 -0.3909
F 1.6203 -0.5078 -1.5332
F -0.6693 0.6091 -2.4138
H -2.0150 1.0773 1.2140
H -0.3462 1.3411 1.6919
H -0.9288 -0.2937 1.9033
H -1.4545 -0.8371 -0.3335
H -0.0062 1.6412 -0.9089
H 2.6741 -0.8726 0.4483
*
```



The following is a quantum chemistry calculation of a cluster of 2 separate species, C3H6F3NO in total, from the OMol25 dataset.

Its LUMO energy (alpha / beta) is 0.0255 / 0.0255 Ha. For the HOMO-LUMO gap (alpha / beta), the calculation gives 0.3629 / 0.3629 Eh. The HOMO energy (alpha / beta) is -9.18 / -9.18 eV.

Geometry as ORCA input:
```
! wB97M-V def2-TZVPD RIJCOSX def2/J DEFGRID3
* xyz 0 1
C -1.2027 -0.0027 -0.1020
C 1.4186 -0.5883 0.6135
C 2.6092 0.1279 0.0819
N -0.1730 0.7441 0.6809
O 0.9406 -1.6708 -0.0799
F 3.7698 -0.4505 -0.1322
F 2.7819 1.2690 0.8361
F 2.3126 0.6606 -1.1068
H -0.9495 -0.2722 -1.1071
H -1.3890 -0.9367 0.4459
H -2.1777 0.5676 -0.0523
H 1.2901 -0.7646 1.7472
H 0.1405 1.6059 0.3906
H 0.7770 -1.5056 -0.9886
*
```



The following is a quantum chemistry calculation of a cluster of 2 separate species, C3H6F3O in total, from the OMol25 dataset.

Its LUMO energy (alpha / beta) is 0.0328 / -0.0299 Ha. For the HOMO-LUMO gap (alpha / beta), the calculation gives 0.3982 / 0.3352 Eh. The HOMO energy (alpha / beta) is -9.94 / -9.94 eV. Its expectation value of S² is 0.752.

Geometry as ORCA input:
```
! wB97M-V def2-TZVPD RIJCOSX def2/J DEFGRID3
* xyz 0 2
C 2.8577 -0.2201 -0.0312
F 3.3649 0.1345 -1.1917
F 2.9660 -1.5173 0.1564
F 3.4139 0.4497 0.9545
H -3.5595 0.2003 0.0491
C -0.2750 0.5234 -0.0698
O -1.6612 0.8999 -0.0935
C -2.5324 -0.1843 0.0828
H 0.3007 1.4463 -0.2159
H -0.0351 0.0700 0.9092
H -0.0748 -0.1894 -0.8904
H -2.3636 -0.6772 1.0569
H -2.4015 -0.9357 -0.7163
*
```



Table of max |F| (eV/A), in record order: 2.8 2.9 4.2 2.7 2.4 3.6 4.6 5.6 6.5 8.1 5.7 1.0
Table of ΔE to the lowest compared entry with this formula, charge and spin (eV), in record order: 0.527 3.498 1.667 2.656 0.000 0.223 3.905 1.683 4.958 4.047 3.111 0.000